{"formula": "C4H9NO", "method": "wB97M-V/def2-TZVPD", "total_charge": 0, "orbital_gap_ev": 10.51, "relative_energy_ev": 1.156, "smiles": "CCCC(N)=O", "total_energy_ha": -287.78996, "elements": ["C", "C", "C", "C", "N", "O", "H", "H", "H", "H", "H", "H", "H", "H", "H"], "positions_angstrom": [[2.1263, 0.4996, -0.2500], [0.8766, -0.2258, -0.7635], [-0.0929, -0.8684, 0.2475], [-1.4178, 0.1243, 0.1872], [-2.5924, 0.0989, 0.8973], [-1.3869, 1.0123, -0.6545], [2.3715, 1.3068, -0.9519], [3.0304, -0.1132, -0.1441], [1.9323, 0.9740, 0.7191], [0.1862, 0.5474, -1.1381], [1.0973, -0.8653, -1.6254], [-0.3700, -1.8898, -0.0580], [0.3472, -0.9609, 1.2536], [-3.2441, 0.8239, 0.5993], [-2.8636, -0.4639, 1.6813]], "forces_ev_per_a": [[0.0, 0.0, 0.1], [-0.4, 0.4, -0.2], [-0.8, 0.5, 0.1], [0.2, 0.2, -0.4], [0.3, -0.3, 0.1], [-0.3, -0.1, 0.2], [0.0, -0.2, 0.2], [-0.3, -0.1, 0.0], [0.0, 0.0, -0.1], [1.1, -0.2, -0.5], [0.1, -0.2, 0.4], [-0.2, 0.4, 0.1], [-0.4, 0.3, -0.2], [0.4, -0.4, 0.2], [0.4, -0.3, 0.0]]}


{"formula": "C24H69N3O27S6", "method": "wB97M-V/def2-TZVPD", "total_charge": 0, "orbital_gap_ev": 9.92, "relative_energy_ev": 0.599, "smiles": "CCOS(C)(=O)=O.CCOS(C)(=O)=O.CCOS(C)(=O)=O.CCOS(C)(=O)=O.CCOS(C)(=O)=O.CCOS(C)(=O)=O.C[N+](=O)[O-].C[N+](=O)[O-].C[N+](=O)[O-].CO.CO.CO", "total_energy_ha": -5540.29550, "elements": ["C", "C", "O", "S", "C", "O", "O", "H", "H", "H", "H", "H", "H", "H", "H", "C", "C", "O", "S", "C", "O", "O", "H", "H", "H", "H", "H", "H", "H", "H", "C", "C", "O", "S", "C", "O", "O", "H", "H", "H", "H", "H", "H", "H", "H", "C", "C", "O", "S", "C", "O", "O", "H", "H", "H", "H", "H", "H", "H", "H", "C", "C", "O", "S", "C", "O", "O", "H", "H", "H", "H", "H", "H", "H", "H", "C", "C", "O", "S", "C", "O", "O", "H", "H", "H", "H", "H", "H", "H", "H", "C", "N", "O", "O", "H", "H", "H", "C", "N", "O", "O", "H", "H", "H", "C", "N", "O", "O", "H", "H", "H", "C", "O", "H", "H", "H", "H", "C", "O", "H", "H", "H", "H", "C", "O", "H", "H", "H", "H"], "positions_angstrom": [[-2.2153, -2.5727, -7.4759], [-1.3330, -2.0037, -6.3643], [-0.0505, -2.6322, -6.3522], [0.4834, -3.2510, -4.9851], [0.7118, -1.7752, -4.0388], [-0.5570, -4.0698, -4.4576], [1.7653, -3.7856, -5.2721], [-1.8939, -3.5992, -7.6628], [-2.1500, -2.0307, -8.4115], [-3.2355, -2.6086, -7.0971], [-1.2151, -0.9193, -6.4925], [-1.8059, -2.1136, -5.3844], [1.5774, -1.2151, -4.3804], [0.7420, -1.9822, -2.9778], [-0.1539, -1.1486, -4.2731], [1.1524, 2.7827, -4.3929], [1.8449, 4.1380, -4.4144], [2.9964, 4.0366, -3.5211], [3.8269, 5.3946, -3.2841], [4.6720, 5.5061, -4.8604], [2.8642, 6.4418, -3.1629], [4.8142, 5.1680, -2.2850], [1.7041, 1.9998, -4.9100], [0.1951, 2.8616, -4.9222], [0.9416, 2.5030, -3.3638], [2.1688, 4.3774, -5.4345], [1.1755, 4.9217, -4.0611], [3.9556, 6.0213, -5.4962], [5.0434, 4.5422, -5.1683], [5.4912, 6.2059, -4.7019], [-2.1917, -3.3498, 1.0355], [-3.4077, -3.5668, 1.8702], [-3.5798, -2.3866, 2.6641], [-4.9755, -2.1954, 3.4111], [-4.4233, -2.5078, 5.0553], [-5.3131, -0.8197, 3.3922], [-5.8835, -3.1777, 2.9405], [-2.2791, -2.4306, 0.4503], [-2.0136, -4.1362, 0.2988], [-1.2995, -3.2742, 1.6602], [-4.2914, -3.7162, 1.2454], [-3.3408, -4.4487, 2.5119], [-3.7627, -3.3712, 5.1208], [-5.2312, -2.5317, 5.7813], [-3.8019, -1.6565, 5.3517], [-0.5901, -4.0477, 4.8593], [-0.3042, -2.5643, 4.9433], [0.4528, -2.1583, 3.8045], [1.9100, -1.5268, 4.0659], [2.8531, -3.0095, 4.3674], [2.3586, -1.0574, 2.8023], [1.7990, -0.6834, 5.2006], [-1.2292, -4.3514, 4.0348], [-0.9810, -4.4379, 5.7982], [0.3683, -4.5520, 4.7015], [-1.2319, -1.9992, 4.8902], [0.2058, -2.3652, 5.8822], [3.7966, -2.6417, 4.7861], [3.0866, -3.5279, 3.4489], [2.3527, -3.6088, 5.1156], [-7.8480, -1.3662, 0.5857], [-7.1102, -0.7041, -0.5615], [-6.7079, 0.6041, -0.1113], [-5.2436, 1.0760, -0.5663], [-4.1590, 0.0260, 0.3898], [-5.0980, 0.7454, -1.9512], [-5.1420, 2.4147, -0.0998], [-7.2207, -1.4755, 1.4713], [-8.1746, -2.3893, 0.3565], [-8.7492, -0.8293, 0.8820], [-6.2550, -1.2905, -0.8861], [-7.7931, -0.5779, -1.4009], [-3.9717, -0.8541, -0.2224], [-4.6641, -0.2581, 1.3021], [-3.2451, 0.5874, 0.5232], [1.8661, 2.6511, 4.3571], [1.8763, 3.6466, 3.2249], [3.1807, 3.6109, 2.5995], [3.2294, 3.6408, 1.0106], [2.7076, 5.3373, 0.7807], [4.5792, 3.4852, 0.6092], [2.2745, 2.6921, 0.5101], [2.7442, 2.8255, 4.9825], [1.9395, 1.6374, 3.9603], [0.9855, 2.7598, 4.9830], [1.0640, 3.4885, 2.5131], [1.7248, 4.6629, 3.6083], [2.5712, 5.5045, -0.2854], [3.5004, 5.9200, 1.2250], [1.7253, 5.4201, 1.2385], [4.2310, 1.6015, -2.0913], [3.9362, 0.2860, -2.6609], [4.0617, 0.1667, -3.8580], [3.5084, -0.5531, -1.9156], [4.6311, 1.5190, -1.0893], [3.3057, 2.1587, -2.0104], [4.9385, 2.0959, -2.7374], [4.9863, 0.6179, 1.9599], [5.8827, -0.4357, 1.4292], [6.7075, -0.9034, 2.1933], [5.6899, -0.8027, 0.2853], [4.3465, 0.8796, 1.1323], [5.5766, 1.4671, 2.2821], [4.4738, 0.1878, 2.8117], [1.2080, -0.5033, 0.2059], [0.1467, 0.1032, -0.6269], [0.5111, 0.6314, -1.6461], [-0.9969, 0.0879, -0.2203], [1.8599, 0.2795, 0.5577], [1.6317, -1.2293, -0.4850], [0.7578, -1.0335, 1.0294], [0.8073, -5.2800, -1.7304], [1.0596, -3.8696, -1.4451], [1.0107, -5.9150, -0.8654], [-0.2483, -5.3758, -1.9963], [1.4622, -5.5195, -2.5632], [1.0620, -3.7162, -0.4994], [-1.4033, 3.5078, -0.7399], [-0.7547, 3.7074, 0.4971], [-1.9581, 4.3988, -1.0542], [-0.6960, 3.3313, -1.5534], [-2.1196, 2.7055, -0.6188], [0.1583, 3.4451, 0.3794], [-0.9362, 0.8797, 3.6240], [-2.1822, 0.3805, 3.1146], [-0.0869, 0.4022, 3.1181], [-0.8422, 1.9604, 3.4752], [-0.8252, 0.7232, 4.7103], [-2.0561, -0.4713, 2.6880]], "forces_ev_per_a": [[0.3, -0.5, 0.7], [-0.8, 0.6, 0.0], [0.5, 0.0, -0.3], [0.4, 0.9, -0.1], [-0.8, 0.6, -0.2], [-0.3, -0.2, 0.5], [0.2, -0.5, -0.3], [-0.1, 0.0, 0.0], [0.0, 0.2, 0.0], [-0.1, 0.1, -0.3], [0.3, -0.2, -0.1], [0.0, -0.3, -0.2], [0.3, -0.4, 0.0], [0.1, -0.3, 0.1], [0.0, -0.1, 0.4], [-0.3, 0.4, -0.2], [-0.3, -0.6, -0.2], [0.3, 0.6, 0.2], [0.0, -0.8, -1.4], [-0.4, 1.3, 0.8], [0.1, 0.4, 0.2], [-0.3, -0.4, 0.4], [0.3, 0.0, 0.2], [0.1, 0.1, 0.2], [0.0, -0.2, 0.0], [0.2, 0.1, 0.2], [0.2, 0.0, 0.1], [0.1, -0.5, -0.5], [-0.1, -0.2, -0.2], [0.1, -0.1, 0.1], [0.8, 0.2, -0.5], [-0.5, -0.7, -0.6], [-0.2, 0.5, 0.0], [0.8, 0.2, 1.3], [0.7, 0.3, 0.7], [-0.2, 0.5, -0.5], [-0.4, -0.6, -0.2], [0.0, 0.0, 0.2], [-0.2, -0.2, 0.2], [0.1, 0.1, 0.0], [0.1, 0.1, 0.1], [0.1, 0.1, 0.1], [-0.4, -0.3, -0.1], [-0.3, -0.3, -0.3], [-0.1, 0.1, -0.4], [0.8, -0.4, -0.1], [-1.1, -0.5, 0.2], [0.9, 0.4, -0.5], [-0.7, -1.9, -0.6], [0.6, 1.0, 0.9], [0.0, 0.7, -0.3], [0.5, 0.3, 0.5], [-0.2, 0.2, -0.1], [-0.2, 0.1, 0.0], [-0.1, -0.1, 0.0], [0.0, 0.2, 0.2], [0.1, 0.4, -0.1], [-0.1, -0.2, 0.0], [-0.4, 0.0, -0.2], [-0.1, -0.2, 0.0], [-0.1, -0.6, 0.4], [-0.9, -0.2, 0.4], [0.7, 0.1, -0.1], [-0.5, -0.5, 0.4], [-0.5, -0.1, -0.8], [0.2, 0.1, -0.2], [0.1, 0.3, 0.0], [0.1, 0.2, -0.1], [0.1, 0.2, -0.3], [0.1, 0.2, -0.1], [0.1, 0.0, 0.0], [0.2, 0.1, -0.2], [0.1, 0.0, 0.0], [0.1, 0.3, 0.3], [0.1, 0.0, 0.3], [0.6, -0.1, -0.2], [-0.6, 0.6, 0.6], [0.3, -0.4, -0.4], [-0.5, 0.9, 0.4], [-0.3, -1.2, -0.6], [0.6, 0.0, 0.2], [-0.5, 0.1, -0.2], [-0.1, 0.0, 0.0], [-0.1, 0.0, 0.1], [-0.2, 0.0, -0.1], [0.2, -0.3, -0.1], [0.2, -0.1, 0.0], [0.3, 0.2, -0.1], [-0.1, 0.4, 0.0], [0.1, 0.3, 0.3], [0.5, 0.6, 0.5], [-0.3, 0.6, 0.1], [0.1, -0.2, -0.6], [-0.2, -0.8, 0.4], [0.1, -0.4, 0.0], [-0.2, -0.1, -0.2], [0.0, 0.2, -0.2], [0.1, 0.1, -0.1], [0.0, -0.4, 0.1], [0.0, 0.1, -0.2], [0.3, 0.1, 0.3], [-0.4, 0.1, 0.1], [0.2, 0.0, 0.0], [-0.2, 0.0, -0.1], [-0.6, -1.0, -0.4], [0.0, 0.5, 0.9], [0.0, 0.3, -0.8], [-0.3, -0.2, 0.0], [0.3, 0.1, -0.2], [0.7, 0.2, 0.2], [-0.3, 0.1, 0.2], [-0.2, 1.2, 0.3], [0.0, -0.5, -0.1], [0.2, 0.1, -0.1], [0.2, -0.2, -0.2], [-0.2, -0.3, 0.0], [0.0, -0.2, 0.1], [-0.4, 0.4, -0.5], [0.4, 0.4, 0.4], [0.0, 0.0, 0.4], [0.0, -0.4, 0.1], [-0.1, -0.3, -0.4], [0.3, -0.2, 0.1], [0.1, -0.3, -0.1], [0.4, 0.5, 0.5], [-0.1, 0.1, 0.1], [-0.4, -0.2, -0.3], [-0.2, -0.2, -0.3], [0.2, 0.0, 0.0]]}


{"formula": "C22H17N3O5", "method": "wB97M-V/def2-TZVPD", "total_charge": 0, "orbital_gap_ev": 8.17, "relative_energy_ev": 0.006, "smiles": "O=C(O)/C=C/C(=O)NNC(=O)c1ccc(-c2ccccc2Oc2ccccc2)cn1", "total_energy_ha": -1388.98260, "elements": ["O", "C", "O", "C", "C", "C", "O", "N", "N", "C", "O", "C", "C", "C", "C", "C", "C", "C", "C", "C", "C", "O", "C", "C", "C", "C", "C", "C", "C", "N", "H", "H", "H", "H", "H", "H", "H", "H", "H", "H", "H", "H", "H", "H", "H", "H", "H"], "positions_angstrom": [[-0.5437, 5.6572, 8.0891], [-0.2802, 6.4869, 7.2537], [-0.1760, 7.8563, 7.4914], [-0.0813, 6.0251, 5.8701], [0.4947, 4.8014, 5.4912], [0.6310, 4.3747, 4.0971], [0.4801, 5.1602, 3.1808], [1.0223, 3.1021, 3.8078], [1.1319, 2.5578, 2.4838], [0.7810, 1.2480, 2.2113], [0.6273, 0.5408, 3.2146], [0.4568, 0.7422, 0.8728], [-0.1209, -0.5321, 0.7275], [-0.4871, -1.0065, -0.5035], [-0.2565, -0.1824, -1.6256], [-0.5094, -0.6443, -2.9747], [-1.3272, 0.1872, -3.8313], [-1.6521, -0.2395, -5.1050], [-1.0959, -1.4520, -5.6118], [-0.2180, -2.2110, -4.8295], [0.0601, -1.8015, -3.5045], [0.8603, -2.6050, -2.7413], [0.5325, -3.9156, -2.5239], [1.5418, -4.7749, -2.1099], [1.2724, -6.1292, -1.8275], [0.0065, -6.6965, -2.0263], [-1.0076, -5.8512, -2.4321], [-0.7604, -4.4541, -2.6831], [0.2834, 1.1026, -1.4196], [0.6501, 1.5311, -0.1950], [0.1684, 8.2449, 6.6698], [-0.3622, 6.6978, 5.0903], [0.8592, 4.1220, 6.2581], [0.9119, 2.4477, 4.5897], [1.1431, 3.1991, 1.6901], [-0.3332, -1.0723, 1.6329], [-0.9369, -1.9925, -0.5851], [-1.7392, 1.1215, -3.4924], [-2.2777, 0.3302, -5.7889], [-1.3606, -1.7776, -6.6276], [0.2472, -3.0679, -5.2846], [2.5494, -4.3560, -1.9441], [2.1286, -6.7143, -1.4795], [-0.1365, -7.7729, -1.8470], [-2.0348, -6.1801, -2.5112], [-1.6292, -3.8637, -2.9480], [0.4862, 1.7567, -2.2691]], "forces_ev_per_a": [[0.1, 1.4, 0.3], [0.0, -0.8, 0.8], [0.0, -1.8, -0.5], [1.9, -2.8, -2.0], [-1.3, 2.3, 2.5], [0.2, 0.7, -2.6], [-0.3, 0.7, -0.4], [0.0, -1.5, 0.9], [-0.3, 0.7, -0.9], [-0.4, 0.5, 4.3], [0.0, -0.3, -1.0], [-0.2, -0.1, -2.4], [0.1, 0.7, 1.1], [0.4, 0.6, -0.7], [0.5, 0.1, 1.2], [-0.9, 0.8, -1.9], [0.6, -1.5, -0.1], [0.7, -1.1, -0.6], [0.0, 0.4, 0.6], [-0.8, 1.4, -0.2], [-1.2, -0.5, -1.0], [0.5, 0.3, 0.6], [-1.2, -1.1, -0.4], [0.4, -0.4, 0.6], [0.5, 0.7, -0.4], [0.7, 0.0, 0.2], [0.3, 1.9, -0.1], [0.1, -1.3, 0.5], [0.2, -0.8, 1.2], [-0.2, 0.2, -0.2], [-0.2, 0.1, 0.3], [-0.2, 0.3, -0.7], [-0.2, 0.1, 0.1], [0.3, -0.4, -1.2], [0.0, 0.3, 0.8], [0.1, -0.3, 0.1], [0.1, 0.2, -0.2], [0.0, 0.1, 0.4], [0.0, 0.1, 0.4], [0.3, 0.2, 0.5], [0.1, -0.3, 0.3], [-0.6, -0.3, -0.2], [-0.5, 0.0, -0.1], [-0.1, 0.7, -0.1], [0.0, -0.2, -0.1], [0.3, 0.2, -0.1], [-0.1, -0.1, 0.3]]}


{"formula": "C13H12BaNO3S5", "method": "wB97M-V/def2-TZVPD", "total_charge": -1, "orbital_gap_ev": 5.70, "relative_energy_ev": 0.425, "total_energy_ha": -2799.72647, "elements": ["Ba", "C", "C", "O", "C", "C", "C", "C", "C", "C", "O", "H", "H", "H", "H", "H", "H", "H", "S", "C", "S", "C", "C", "S", "S", "S", "C", "C", "N", "O", "H", "H", "H", "H", "H"], "positions_angstrom": [[0.2631, -0.1594, -0.9369], [-0.1127, -0.5931, 3.8784], [-0.3219, -0.9951, 2.4399], [0.2531, -0.3352, 1.5813], [-1.2033, -2.1404, 2.1106], [-1.8064, -2.8478, 3.1676], [-2.6474, -3.9122, 2.9463], [-2.9033, -4.2891, 1.6164], [-2.3322, -3.6234, 0.5592], [-1.4637, -2.5305, 0.7711], [-0.9348, -1.9106, -0.2531], [0.5342, 0.2787, 3.8937], [0.3530, -1.3994, 4.4501], [-1.0584, -0.3554, 4.3699], [-1.6054, -2.5534, 4.1904], [-3.1000, -4.4438, 3.7723], [-3.5657, -5.1252, 1.4148], [-2.5233, -3.9107, -0.4666], [5.9484, -0.1212, -6.0979], [4.7460, 0.2853, -4.9953], [4.9800, 0.4688, -3.3231], [3.3482, 0.7911, -2.8079], [2.4300, 0.7791, -3.8078], [0.6764, 1.0606, -3.7563], [3.1005, 0.4395, -5.3783], [3.1196, 1.0810, -1.0582], [-1.3857, 4.6041, -0.8754], [-0.4541, 3.4310, -0.7856], [0.8475, 3.6466, -0.9848], [-0.9293, 2.3094, -0.5636], [-0.8816, 5.5700, -0.9116], [-2.0604, 4.5751, -0.0213], [-1.9801, 4.4824, -1.7819], [1.1480, 4.5655, -1.2576], [1.5216, 2.8777, -1.0987]], "forces_ev_per_a": [[1.4, 2.2, -1.7], [0.0, -0.1, 0.3], [-0.4, -0.5, -0.3], [0.1, 0.1, 0.7], [0.3, 0.4, 0.7], [-0.1, -0.1, 0.0], [0.0, 0.0, -0.2], [-0.1, -0.1, 0.0], [-0.1, -0.2, 0.3], [0.5, 0.6, -0.9], [-1.8, -2.5, 1.5], [0.0, 0.0, 0.0], [0.0, 0.0, -0.1], [0.0, 0.0, -0.1], [0.0, 0.0, -0.1], [0.0, 0.0, 0.0], [0.0, 0.0, 0.0], [0.0, 0.0, 0.0], [-0.2, 0.2, 0.3], [0.3, -0.4, -0.2], [0.6, 0.1, 0.5], [-0.4, 0.1, 0.6], [-0.6, 0.1, 0.3], [0.6, 0.0, -0.3], [-0.5, 0.1, -0.7], [0.2, 0.0, -0.6], [-0.1, 0.3, 0.0], [0.0, -0.6, -0.2], [0.0, 0.2, 0.0], [0.2, 0.1, 0.1], [0.0, -0.1, 0.0], [0.0, 0.0, 0.0], [0.0, 0.0, 0.0], [0.0, 0.0, 0.0], [-0.1, 0.0, 0.0]]}